DFT (ωB97M-V with the def2-TZVPD basis set) results for 29 unconnected molecules or ions with the total composition C72H220N18O29 at a distorted geometry.

Element x y z (Å)
H -14.64061 3.43495 -6.16414
H -19.99460 6.38345 -11.41023
H -21.67740 10.17128 -5.59385
H -25.52325 11.78131 -9.32992
H -14.77011 13.15402 -9.87948
O -21.79524 18.61101 -6.45650
H -22.86912 17.46946 -2.46186
N -19.27381 10.05948 -3.91990
H -18.13075 8.96457 -10.75441
H -21.53425 12.10253 -3.48181
H -20.13810 10.56436 -3.78500
H -18.18797 16.11131 0.01992
O -12.93936 14.04212 -10.14729
C -28.88371 11.80798 -8.16733
H -17.23603 16.21327 -1.51191
H -13.83038 12.32943 -2.99279
H -11.83529 10.09767 -8.18968
H -16.82993 17.77197 -10.26397
N -28.07549 15.03634 -10.99563
H -25.68059 14.49147 -2.14892
C -26.70489 20.69408 -5.57782
H -26.97893 14.73456 -13.85812
H -29.19558 12.35484 -3.79649
H -12.80060 10.94566 -11.66839
H -13.99392 7.79642 -5.40917
C -21.95346 15.63341 -11.08473
H -24.58828 19.21732 -6.07168
C -19.12182 9.33022 -2.73215
C -21.30285 5.46377 -8.87831
N -15.54103 14.32105 -7.59961
H -15.64638 12.65724 -4.58740
O -11.87374 11.82850 -2.54870
N -19.88872 15.49147 -14.39836
H -13.14723 3.82474 -5.28318
H -25.54491 14.97605 -9.67363
H -19.71853 13.55096 -3.03549
H -18.92465 17.58272 -13.42918
H -16.51791 8.02726 -14.51805
O -22.27372 14.01503 -1.84379
H -11.49053 7.66267 -8.65924
C -27.69744 14.27358 -9.84581
C -14.20626 14.22758 -8.12277
H -18.19665 15.89732 -5.40626
O -18.51493 13.67948 -12.68518
C -12.43326 8.03922 -8.26228
N -14.85000 17.39597 -8.41387
C -21.10169 6.98252 -8.59252
H -19.73962 11.02272 -1.51771
H -10.18376 13.56822 -0.79788
C -12.60123 9.48509 -8.66527
H -21.34495 7.58977 -9.46439
C -26.71568 14.19801 -1.97407
H -21.28150 9.04105 -2.45075
O -14.24531 5.47030 -5.88054
H -23.97807 17.20100 -12.59971
H -26.64545 20.91421 -4.51193
H -29.26566 11.98127 -5.48676
H -21.46042 14.09070 -1.34474
C -18.73002 13.89570 -2.73200
N -26.64522 12.79616 -5.98612
C -14.25715 14.08274 -9.62960
H -26.76332 15.87041 -8.67397
H -8.15648 12.98626 -2.43242
O -17.82787 11.96359 -8.31910
C -15.74464 5.18261 -10.62921
C -16.38621 7.93565 -13.43992
C -24.85181 14.66901 -13.85680
H -23.29407 17.41062 -6.19012
H -19.97301 13.34108 -8.56394
H -10.71861 12.05641 0.07342
H -24.73317 11.64926 -10.70083
H -23.63140 18.60441 -11.55134
C -14.64102 9.85115 -13.82165
H -12.84488 11.78743 -4.38930
O -21.15576 9.73376 -6.26668
H -14.58808 8.50191 -12.22689
C -25.29133 18.73524 -5.39241
C -22.99125 15.55179 -8.91080
H -9.03993 12.64969 0.08478
H -23.80570 9.52345 -11.35188
H -27.51613 15.83046 -16.62401
H -23.52917 14.89226 -8.22979
O -26.58673 19.23653 -5.77239
C -15.60717 7.00388 -4.63793
H -13.66644 6.22127 -8.31266
H -13.54272 9.88442 -8.28814
H -13.72241 15.18636 -7.93644
H -19.04605 8.30852 -14.72827
H -26.25883 14.15729 -8.32035
H -12.66796 13.42012 -3.64904
H -18.49421 16.49672 -3.82130
H -27.20213 16.73796 -5.02733
H -19.67973 8.42362 -8.01122
O -28.71070 13.18728 -7.79010
H -19.72890 15.54636 -4.50165
H -10.39954 11.35202 -3.84453
O -22.95602 15.09516 -10.26970
H -17.12903 6.50314 -6.03262
H -17.25142 9.97574 -8.65362
H -14.55868 7.70022 -8.59868
H -18.93653 7.06790 -8.96411
N -24.67481 13.31099 -13.36252
O -20.26179 7.64768 -1.26934
C -28.87529 14.13611 -8.90253
H -19.38573 10.96757 -9.10985
H -19.46238 9.45485 -4.70664
H -16.55976 13.86101 -4.67985
C -13.61556 7.19340 -8.80303
C -23.72006 15.07231 -14.83780
H -21.57011 19.11737 -5.67602
N -12.35544 7.95539 -6.77714
H -15.05139 8.88437 -4.70829
H -20.91427 6.07065 -0.34856
N -21.34473 17.60039 -12.43383
H -22.17129 6.76658 -6.88590
H -22.72164 14.89103 -14.43981
H -13.45218 13.25004 -6.33507
C -24.82938 9.19424 -11.17357
H -16.51719 6.88650 -13.17492
H -23.89999 14.76474 -5.95800
H -24.30645 17.17162 -10.83559
O -26.30208 16.25783 -14.97268
H -14.85356 4.94023 -10.05014
O -19.27331 9.12267 -14.27910
C -12.84733 12.36127 -3.46258
H -14.77108 14.95218 -10.03956
O -18.06250 14.36776 -3.92912
H -19.29957 6.91937 -7.23336
H -18.75387 15.62198 -11.86646
H -13.61696 7.10252 -9.88924
H -25.91793 21.25382 -6.08326
H -11.42157 8.12764 -6.43316
H -26.44385 11.87345 -6.34410
H -27.40977 13.28618 -10.20687
O -24.00525 13.81560 -5.89259
O -23.31388 16.78451 -2.96112
H -25.00313 19.01412 -4.37887
C -17.78010 15.56153 -0.82830
C -20.59121 5.51079 -11.14451
C -17.12618 17.26302 -9.34674
H -14.04219 12.17999 -7.37587
H -25.52735 12.81943 -13.13524
C -15.25685 2.23950 -11.20524
C -20.14071 12.56002 -7.82237
H -15.40563 5.47435 -11.62322
H -19.07495 10.70432 -7.39716
N -19.80563 14.14577 -0.52353
H -24.80491 15.34940 -13.00652
H -26.50557 9.55541 -9.75007
H -27.61503 21.08066 -6.03641
H -27.29142 15.05321 -11.63207
O -20.95372 11.86488 -12.87053
N -8.26926 12.04231 -2.09132
H -21.27478 11.79554 -13.76961
H -13.26206 4.03671 -7.03087
H -19.36165 15.85285 -8.61249
C -19.15123 11.46853 -8.17063
C -26.37234 12.37443 -3.54860
C -16.47350 3.09292 -11.60929
H -18.13279 13.09747 -2.29127
H -15.55478 14.22100 -6.59467
H -16.32867 11.12635 -9.73080
H -16.34666 3.58825 -12.57192
N -25.57793 11.34426 -10.23882
H -16.12871 6.08894 -10.16106
H -21.75958 8.25181 -7.03644
N -15.55758 1.55061 -9.96303
C -10.55428 12.00645 -2.98669
H -14.59693 9.91445 -14.90892
H -15.78485 7.28656 -6.76225
H -15.58177 19.76564 -7.35202
O -22.96544 12.41750 -10.96180
H -14.33634 5.46262 -3.73634
H -17.23453 10.75513 -3.71516
C -27.46930 16.52298 -15.78358
H -19.08013 13.60916 -6.37497
O -18.48441 17.62870 -9.19613
C -18.23723 15.04699 -12.63495
C -18.48087 15.66140 -14.02243
H -14.70063 16.43578 -8.13850
H -29.11925 15.07467 -8.40485
H -15.89466 10.35813 -3.13290
H -16.92866 8.29281 -5.73867
H -28.36084 16.29738 -15.19847
H -16.93663 13.16759 -11.50058
H -25.87918 16.28978 -3.98252
H -23.98666 13.30038 -12.62331
H -14.16835 10.71872 -10.59822
H -18.55812 13.16579 -10.70767
O -26.86200 12.76993 -2.24081
H -20.62398 7.77908 -3.27853
H -16.49146 8.70582 -10.63420
H -22.10088 12.71353 -7.62614
N -23.88098 16.68730 -5.79967
C -13.07922 10.74361 -10.63416
H -23.77278 16.12851 -15.10191
H -20.05522 14.49529 -14.40062
H -8.06614 11.43259 -2.87048
H -13.48136 13.32342 -12.06990
H -17.20454 17.48344 -13.64447
H -18.03876 10.85076 -1.60462
H -23.71159 16.61324 -4.80673
H -27.49707 13.83166 -4.60213
H -14.98350 1.50730 -13.20573
H -22.85555 13.50662 -1.27879
H -28.75618 14.53483 -11.54812
H -25.37151 9.36695 -12.10329
C -13.80809 4.13487 -6.09261
H -26.80057 14.44274 -0.91530
H -17.85607 15.26042 -14.82052
C -19.01498 14.86900 -1.49567
H -20.92135 15.40607 -10.81797
H -17.21011 15.25355 -12.33419
O -17.16847 8.75805 -12.60465
C -24.60501 10.07119 -6.29617
H -12.51230 12.92527 -7.82648
H -21.68196 11.76986 -8.86155
H -22.99063 13.31782 -10.63774
H -22.07896 15.09324 -12.02313
N -13.96763 7.53852 -13.98532
H -12.54290 7.03209 -6.41316
H -15.46573 10.52675 -13.59468
H -20.39954 17.21828 -8.34233
C -18.95528 10.26588 -1.52706
H -20.01360 12.01948 -12.96266
C -18.00326 12.98266 -11.62784
H -21.36182 10.20475 -7.07411
H -21.24388 6.02196 -2.05734
C -20.01712 13.05575 -6.43724
C -21.21286 6.68850 -1.19545
H -20.46361 17.39434 -11.98519
H -25.26171 10.17130 -5.43198
H -16.56120 19.85218 -8.85616
H -25.58206 17.12499 -6.82517
C -27.32813 12.75695 -4.66954
H -16.03867 13.46644 -7.80477
H -19.05041 16.95601 -7.27454
H -18.20651 17.61983 -15.08670
H -13.82777 0.88915 -12.07819
C -12.85364 14.07754 -11.59515
C -26.45977 14.90761 -9.08503
H -19.92662 14.79888 0.23733
H -17.97829 11.91830 -11.86151
H -15.36967 0.18229 -12.07390
C -16.36717 19.29233 -7.94127
C -16.83380 10.97499 -8.77684
C -19.35648 16.90267 -8.31932
H -19.21169 13.43002 -0.12977
O -22.00105 11.42327 -3.96857
H -27.44403 17.50476 -16.25641
H -20.78154 13.75246 -6.09321
C -25.48980 9.91267 -9.91942
H -20.27745 4.72529 -11.83200
H -18.88379 9.74990 -0.56959
C -28.62673 11.89997 -4.60741
C -9.67372 11.72102 -1.80078
C -23.62870 17.51637 -11.61655
C -18.64253 15.61960 -4.45118
O -20.43964 4.91341 -9.87173
C -16.23418 17.82854 -8.18243
H -23.68542 14.53087 -15.78318
H -13.75359 10.41559 -13.53536
H -24.73527 8.12785 -10.96849
H -21.85569 17.71126 -10.44753
C -9.94238 12.54303 -0.51714
O -12.46442 9.59158 -10.10440
H -16.21881 2.01214 -9.35486
H -18.69661 9.14449 -13.51545
C -14.86912 8.42428 -13.27717
H -27.30926 13.12784 -6.67106
H -29.81898 11.38983 -8.53953
C -14.95449 5.60340 -4.62301
C -20.36220 8.45557 -2.46493
O -25.42581 10.19884 -7.46573
H -16.03682 0.70628 -10.24151
C -24.75662 9.67188 -8.62399
H -23.86553 10.86129 -6.16572
N -14.52650 8.03055 -4.58355
C -26.17119 14.85677 -14.57973
H -12.82987 11.62859 -10.04872
H -17.06213 14.80982 -0.50038
H -16.25736 7.20596 -3.78674
H -26.24182 15.35225 -5.55002
H -21.99022 15.51412 -8.48111
H -16.90619 16.22535 -9.59762
H -14.40922 2.90818 -11.05527
H -20.20925 12.24938 -5.72946
H -26.28780 11.28797 -3.52471
H -28.64345 11.24961 -7.26257
H -22.17472 7.16092 -0.99612
H -22.87494 15.97460 -2.70111
H -17.28375 19.41977 -7.36529
H -10.34054 13.01659 -3.33601
C -18.15382 17.18432 -14.08888
H -17.35143 2.45682 -11.72209
H -24.03658 9.14524 -6.20891
H -15.94409 10.99529 -8.14747
N -22.10952 7.48509 -7.59302
H -22.70609 11.89065 -4.41659
H -29.73085 13.78841 -9.48151
H -24.75241 8.58727 -8.51586
H -13.36718 14.98838 -11.90298
H -17.49206 7.34200 -11.02004
C -13.50225 13.12598 -7.41682
H -15.72201 4.83114 -4.57160
H -26.30064 14.26156 -15.48364
H -16.41712 17.33723 -7.22679
O -16.29304 10.80249 -3.88128
O -15.66290 13.57611 -4.85506
C -22.17738 17.12412 -11.30769
C -25.23317 17.21746 -5.79666
H -19.71040 15.61720 -1.87605
H -27.48315 14.75851 -2.50786
H -13.96846 6.60560 -13.59834
C -17.33978 8.39754 -11.24528
H -24.92881 13.66225 -6.09201
H -21.16329 5.00361 -7.90011
N -21.43382 12.01141 -7.91277
H -18.22464 8.71818 -2.82481
C -16.43606 7.33222 -5.88936
H -28.32430 10.88841 -4.33650
H -23.31774 16.58669 -8.80841
H -22.16600 12.37353 -11.48638
H -11.81894 14.01694 -11.93252
H -13.03988 7.80076 -13.68431
H -21.40101 16.97702 -13.22651
O -16.74987 4.19225 -10.70094
H -23.72078 9.99920 -8.71345
C -26.20144 16.30588 -5.02367
H -9.80043 10.64098 -1.72632
H -14.36309 17.83636 -7.64635
H -25.33338 12.65900 -3.71496
H -28.08841 11.47203 -8.83272
H -21.61430 19.20266 -7.18687
C -14.88093 1.15069 -12.18083
H -19.95411 15.80419 -15.35650
H -22.33255 5.29358 -9.19273
H -21.62580 5.80274 -11.32473
C -19.63727 7.34718 -8.17731

Computed properties:
Largest force on an atom (eV/A): 3.39
Net charge: 0
Total energy (Eh): -6042.3294
HOMO (eV): -8.5
Multiplicity: 1
Frontier orbital gap (Ha): 0.3027
Energy relative to the best compared isomer or geometry (same formula, charge and spin) (kcal per mole): 14.5